Computed, not measured: a single C5H6O molecule, with wB97M-V/def2-TZVPD.

Element x y z (Å)
C: 1.221 -0.335 -0.928
C: 0.724 1.051 -0.537
O: -0.709 0.918 -0.411
C: -0.971 0.974 0.894
C: -1.696 -0.176 1.295
C: -1.846 -1.247 1.843
H: 0.655 -1.094 -0.370
H: 2.285 -0.436 -0.691
H: 1.065 -0.535 -1.993
H: 0.992 1.840 -1.243
H: 1.054 1.326 0.470
H: -2.036 -2.169 2.331

Computed properties:
Calculated total energy ... -7324.153 eV
Frontier orbital gap ... 8.12 eV
HOMO level ... -8.4 eV
Max |F| ... 0.011 Eh/bohr